[1]
Here is a cluster of 3 separate species, C5H8O3 in total from OMol25. Energies are from ωB97M-V with the def2-TZVPD basis set.

* 2S+1: 1
* HOMO energy (alpha / beta): -0.2940 / -0.2940 Eh
* E: -420.8387 Eh

Atoms and positions in Å:
C (0.303, -0.287, 0.719)
C (1.201, -1.269, 0.016)
C (0.648, 1.578, -0.392)
C (-0.909, 0.117, 0.256)
C (-2.054, 0.523, -0.199)
O (0.962, 1.329, -1.684)
O (-1.072, -1.450, 1.617)
O (0.836, 2.615, 0.169)
H (1.370, 2.132, -2.065)
H (-1.130, -2.282, 1.124)
H (0.643, 0.164, 1.643)
H (0.692, -1.731, -0.828)
H (1.489, -2.037, 0.733)
H (2.103, -0.777, -0.347)
H (-2.130, 1.369, -0.869)
H (-2.953, 0.007, 0.108)

Atomic forces in eV per Å
C 0.3832 -0.0566 0.1036
C -0.0714 0.0204 -0.0211
C -0.2003 -0.3516 0.2055
C -0.2748 0.2529 -0.1481
C 0.0103 -0.0171 0.0072
O 0.0174 0.1202 0.0753
O 0.2334 0.2170 -0.3630
O -0.0265 -0.2194 -0.1619
H -0.0719 -0.0897 0.1290
H -0.0029 0.0955 0.0725
H -0.0606 0.0064 -0.0137
H -0.0054 0.0270 0.0344
H -0.0261 0.0469 -0.0140
H -0.0396 0.0004 0.0377
H 0.0640 -0.0302 0.0421
H 0.0713 -0.0221 0.0146

[2]
Here is the molecule C2H3N3S2 at a distorted geometry from OMol25. Energies are from ωB97M-V with the def2-TZVPD basis set.

* 2S+1: 1
* SMILES: N#C/C(=N/S)NS
* HOMO energy: -0.3445 Eh
* E: -1038.5853 Eh

Atoms and positions in Å:
N (0.347, 2.735, -1.690)
C (0.012, 1.893, -0.972)
C (-0.302, 0.646, -0.306)
N (-1.500, 0.222, -0.464)
S (-2.199, -1.099, 0.412)
N (0.775, 0.055, 0.400)
S (1.342, -1.451, -0.173)
H (-1.145, -1.566, 1.085)
H (1.523, 0.696, 0.704)
H (1.148, -2.130, 1.004)

Atomic forces in eV per Å
N -0.3051 -0.3604 0.8882
C 0.4864 0.3520 -1.3075
C -0.5376 -0.4574 0.3291
N 0.2371 -0.4796 1.1224
S 0.5932 0.9917 -0.9706
N -0.0218 0.5575 0.1170
S -0.0524 -0.2881 0.8736
H 0.1961 -0.0538 0.1497
H -0.6981 -0.4225 -0.5061
H 0.1020 0.1605 -0.6958

[3]
Here is a cluster of 2 separate species, C6H15N2 in total at a distorted geometry from OMol25. Energies are from ωB97M-V with the def2-TZVPD basis set.

* 2S+1: 1
* HOMO energy: -0.5003 Eh
* net charge: +1
* E: -346.7446 Eh

Atoms and positions in Å:
C (-1.381, -1.819, 0.183)
C (-1.261, -0.433, 0.937)
C (-0.110, 0.455, 0.403)
C (0.912, 0.615, 1.337)
N (2.040, 1.368, 0.935)
C (-0.227, 0.894, -0.958)
C (-1.357, 1.577, -1.617)
N (1.984, -1.776, -0.291)
H (-0.727, -2.557, 0.702)
H (-2.369, -2.222, 0.265)
H (-1.265, -0.555, 2.043)
H (-2.304, 0.197, 0.771)
H (0.717, 0.633, 2.400)
H (2.232, 1.444, -0.093)
H (2.056, 2.267, 1.310)
H (0.598, 0.824, -1.621)
H (2.672, -2.400, 0.212)
H (-1.404, 2.652, -1.437)
H (-2.371, 1.302, -1.146)
H (-1.453, 1.493, -2.740)
H (-1.254, -1.667, -0.891)
H (2.564, -1.300, -0.996)
H (1.706, -0.993, 0.291)

Atomic forces in eV per Å
C 0.5347 0.8369 1.1991
C -3.6424 1.6007 -0.6947
C -2.4058 -2.1842 -0.4985
C 2.0814 4.0463 -2.9717
N -1.2098 -2.4542 -1.1151
C 0.1388 0.4664 1.7484
C -3.0169 -1.3231 0.0529
N 1.4326 -0.2180 -0.2478
H -0.0612 0.5322 -1.1046
H -0.7673 0.0019 0.3999
H 0.4771 0.0713 -0.7768
H 2.4755 -1.6023 0.2869
H 0.0465 -0.6625 0.0875
H -0.4897 -0.3548 1.4444
H 0.7163 1.5949 1.4100
H 1.2895 0.1786 -0.2352
H -1.1547 1.0452 -0.4562
H 0.8179 0.3215 0.2993
H 1.4418 0.0833 -0.7599
H 0.5391 -0.2801 1.2870
H 0.6664 -0.3450 0.1843
H -0.1865 -0.5513 0.0697
H 0.2765 -0.8038 0.3912

[4]
Here is a structure of composition C7H12CuIN4O3 at a distorted geometry from OMol25. Energies are from ωB97M-V with the def2-TZVPD basis set.

* 2S+1: 2
* HOMO energy (alpha / beta): -0.4502 / -0.4501 Eh
* net charge: +1
* <S²>: 0.78
* E: -2656.4811 Eh

Atoms and positions in Å:
Cu (0.008, -0.718, -0.994)
C (1.981, -1.335, 2.796)
C (1.268, -0.740, 1.663)
N (0.319, -1.383, 1.012)
O (0.113, -2.800, 1.230)
C (1.576, 0.564, 1.032)
C (2.436, 1.626, 1.593)
N (0.867, 0.880, -0.077)
O (0.795, 2.025, -0.561)
H (2.493, -2.226, 2.507)
H (1.203, -1.835, 3.372)
H (2.549, -0.693, 3.433)
H (-0.802, -2.893, 1.002)
H (3.489, 1.477, 1.347)
H (2.286, 1.735, 2.708)
H (2.114, 2.540, 1.063)
N (1.976, -1.975, -2.924)
C (1.106, -1.425, -2.322)
H (2.791, -2.210, -3.511)
N (-2.106, 1.876, -1.342)
C (-2.613, 0.653, -1.463)
O (-1.905, -0.350, -1.491)
C (-4.098, 0.604, -1.539)
I (-5.070, 0.806, -3.503)
H (-1.069, 2.001, -1.322)
H (-2.669, 2.749, -1.531)
H (-4.595, 1.453, -0.982)
H (-4.442, -0.407, -1.196)

Atomic forces in eV per Å
Cu -0.6402 0.2636 0.7887
C -1.2091 -0.7443 0.5007
C -1.1488 -1.2758 -2.2382
N 0.5704 -0.3448 -0.4583
O 1.6844 2.2951 0.9377
C -1.7905 0.2457 -1.4468
C -0.3787 0.8915 0.8680
N 1.3515 -0.0450 2.4136
O 0.0889 -0.8812 -0.4571
H 1.0556 -0.3286 -0.5696
H -0.2275 0.3074 0.5158
H 0.4269 0.4475 0.0663
H -0.9481 -0.1687 -0.2434
H 0.0040 -0.1501 0.2310
H 0.3260 -0.0662 -1.2303
H 0.3787 -0.1731 0.7071
N -2.0235 1.9127 1.2087
C 3.7690 -2.4607 -2.3811
H -1.0463 0.1365 0.6597
N 0.7580 2.1321 -0.3745
C -0.4129 1.3027 -0.6169
O 0.0678 -0.8127 0.2957
C -2.0143 -0.4872 0.3511
I 0.7807 -0.0820 0.5805
H -1.2781 -0.0901 -0.0035
H 0.8537 -1.7426 0.4458
H 0.7551 -1.2396 -0.3890
H 0.2473 1.1579 -0.1617

[5]
Here is a cluster of 2 separate species, C2H8N2O2 in total at a distorted geometry from OMol25. Energies are from ωB97M-V with the def2-TZVPD basis set.

* 2S+1: 1
* SMILES: O=CO.NCN
* HOMO energy: -0.3323 Eh
* E: -340.9576 Eh

Atoms and positions in Å:
O (0.879, -2.570, -0.858)
C (1.833, -1.931, -1.189)
O (1.652, -0.648, -1.434)
H (2.782, -2.276, -1.423)
H (0.896, -0.258, -0.818)
N (-0.553, 0.382, -0.498)
C (-1.302, 0.758, 0.741)
N (-0.444, 1.502, 1.595)
H (-0.768, -0.671, -0.571)
H (-1.017, 0.937, -1.238)
H (-2.164, 1.215, 0.473)
H (-1.667, -0.055, 1.334)
H (0.304, 2.064, 1.252)
H (-0.433, 1.552, 2.634)

Atomic forces in eV per Å
O -0.3898 -1.9577 1.0127
C -3.0298 1.9405 -0.4660
O 0.9019 1.4713 1.0025
H 2.0641 -0.9221 -0.3674
H 0.9583 -0.2556 -1.4215
N -1.9853 -1.8396 0.8708
C 3.0474 -0.8656 1.1257
N 0.8362 1.0550 2.3151
H 0.1722 2.0681 -0.7497
H 0.6526 -1.0985 0.1141
H -2.6743 2.1380 -1.0896
H 0.1229 -1.1723 0.0225
H 0.0249 0.1093 -0.7508
H -0.7015 -0.6708 -1.6183

[6]
Here is the molecule C7H15NO2Si at a distorted geometry from OMol25. Energies are from ωB97M-V with the def2-TZVPD basis set.

* 2S+1: 3
* HOMO energy (alpha / beta): -0.1333 / -0.3784 Eh
* <S²>: 2.01
* E: -770.2206 Eh

Atoms and positions in Å:
C (-2.395, -0.189, 1.224)
C (2.001, 1.555, 2.640)
C (0.776, -2.477, -2.058)
C (-1.395, 2.375, -0.892)
C (1.577, 0.368, 1.770)
C (-0.314, -2.672, -1.032)
C (-1.070, 0.986, -1.497)
N (-3.412, -0.043, 1.746)
O (0.302, 0.680, 1.199)
O (-0.363, -1.764, 0.017)
Si (-0.867, -0.181, 0.149)
H (2.885, 2.028, 2.186)
H (1.215, 2.346, 2.600)
H (2.338, 1.312, 3.706)
H (0.409, -2.600, -3.139)
H (1.053, -1.499, -1.883)
H (1.601, -3.243, -1.914)
H (-2.305, 2.355, -0.364)
H (-0.658, 2.836, -0.272)
H (-1.702, 2.964, -1.676)
H (1.587, -0.329, 2.519)
H (2.302, 0.103, 1.065)
H (-0.260, -3.692, -0.568)
H (-1.373, -2.683, -1.362)
H (-0.103, 0.931, -2.029)
H (-1.832, 0.532, -2.134)

Atomic forces in eV per Å
C 3.6606 0.4279 -1.6204
C 1.0591 1.5955 -0.0107
C -0.6041 -2.8124 -1.4056
C 0.4448 -2.4590 0.4371
C -0.9290 2.7349 0.6411
C -2.3907 -2.4432 0.3680
C 1.4820 2.4563 -0.7110
N -2.2905 0.1534 1.0165
O -1.2127 -1.2586 -1.9293
O 1.7799 1.9206 0.7980
Si -1.4470 -2.1941 3.3176
H -0.1398 0.0530 0.1471
H 0.4787 -0.7420 0.4585
H -0.9349 0.1209 -1.4476
H 0.3900 0.2613 1.6289
H 1.4193 2.0724 -0.1708
H -0.7457 1.3102 -0.0960
H -1.1881 -0.4713 1.1996
H 0.7116 0.0707 0.0516
H -0.1751 1.7312 -2.3468
H -1.0897 -3.0227 1.1308
H 0.9300 -0.3147 -1.4290
H 0.3344 0.8081 -0.1537
H 0.5588 0.0802 -0.9705
H -0.0148 0.1002 0.3148
H -0.0871 -0.1790 0.7818